{
  "formula": "C20H42BeBrClCsFMgN5O7P2S",
  "method": "ωB97M-V/def2-TZVPD",
  "charge": 1,
  "homo_lumo_gap_ev": 2.8,
  "total_energy_ha": -6036.95217,
  "species": ["Cs", "Br", "Cl", "S", "P", "P", "Mg", "F", "O", "O", "O", "O", "O", "O", "O", "N", "N", "N", "N", "N", "C", "C", "C", "C", "C", "C", "C", "C", "C", "C", "C", "C", "C", "C", "C", "C", "C", "C", "C", "C", "Be", "H", "H", "H", "H", "H", "H", "H", "H", "H", "H", "H", "H", "H", "H", "H", "H", "H", "H", "H", "H", "H", "H", "H", "H", "H", "H", "H", "H", "H", "H", "H", "H", "H", "H", "H", "H", "H", "H", "H", "H", "H", "H"],
  "positions_angstrom": [[-3.230746, -5.364444, -1.981145], [-2.409939, -3.393831, -5.464228], [9.711590, 2.257541, -1.161963], [5.187836, -0.090449, -1.994953], [0.083975, -1.413774, -4.947110], [4.333641, 4.819838, 2.007416], [-5.815835, 2.450020, -2.392413], [8.291568, 1.862864, -2.501838], [5.250649, 4.352091, 3.133247], [2.964448, 0.775548, 1.675649], [4.579748, 3.946342, 0.777050], [4.329350, -1.194754, -1.473968], [2.874402, 4.689844, 2.440210], [0.638778, -2.673906, -5.512390], [4.620917, 6.279512, 1.682887], [-1.034394, -3.939121, -2.256792], [-3.567327, -0.015100, 4.859656], [-0.988943, -0.843632, 0.245674], [1.351074, 1.704701, -1.121622], [-2.253644, -1.624925, 4.288778], [-2.271105, -0.738731, 3.232304], [-1.048220, -0.499628, -2.371578], [-5.462052, 0.023845, 6.475822], [-0.067967, 1.888949, -1.520880], [-0.608140, -2.969621, -2.717670], [-1.030861, -0.857010, -0.906561], [6.549773, 0.071929, -0.849126], [-1.510608, -2.885183, 4.345479], [1.719649, -2.619508, -1.529656], [-4.244688, -1.310931, -1.422202], [1.366651, -1.459795, -2.504279], [4.369472, 1.445143, -1.549234], [-0.470411, 0.939835, -2.672447], [-3.675549, -0.134628, -2.252460], [-4.489657, 0.832019, 5.636365], [-3.502676, 1.151169, -1.432427], [-3.092063, 0.276779, 3.600433], [-0.095992, -1.570865, -3.078723], [-2.438287, -0.589642, -3.072346], [-3.027592, -1.158591, 5.266139], [6.468028, 1.243996, 1.693328], [-3.888866, 1.488200, 6.266577], [2.084865, -1.546567, -3.330218], [3.451470, 1.519877, -2.124579], [-5.250636, -1.113540, -1.034697], [2.679194, -2.342812, -1.058835], [-3.187810, -1.637718, 6.216197], [0.438461, 0.890486, -3.285864], [1.466008, 1.216517, -0.246540], [3.941314, 0.906957, 1.498942], [4.134410, 1.449003, -0.489390], [5.018382, 2.288289, -1.787945], [1.710000, 2.647622, -0.999627], [-2.667695, -1.603968, -3.440248], [2.791241, -0.086232, 2.098712], [-0.948923, -3.017383, 3.425706], [-1.199695, 1.491150, -3.275241], [-3.562890, -1.654186, -0.633260], [-4.350607, -2.147068, -2.134097], [-1.113673, -1.053304, -5.594000], [1.011544, -2.747495, -0.703360], [-2.982759, 1.003234, -0.475961], [-4.462902, 0.084053, -2.999120], [-2.414331, 0.030036, -3.976304], [-2.967388, 1.923820, -2.004140], [-0.092777, 2.902943, -1.944639], [2.601719, 1.523314, 2.202162], [-3.399836, 1.183113, 3.109684], [1.049207, -0.383300, -5.130256], [-0.826546, -2.865413, 5.191034], [-4.509579, 1.590679, -1.201653], [-0.777302, 1.918573, -0.682287], [6.164362, 0.133952, 0.181599], [1.551877, -0.503364, -2.007547], [1.915648, -3.551347, -2.069737], [7.129043, 0.946221, -1.115156], [-5.039537, 1.453957, 4.932559], [-1.694283, -0.949668, 2.341953], [-6.038719, -0.660627, 5.852449], [7.190270, -0.806362, -0.932334], [-2.211819, -3.708300, 4.463171], [-6.151429, 0.688825, 6.990971], [-4.943867, -0.566082, 7.232929]],
  "forces_ev_per_angstrom": [[-0.9827, -0.5285, -0.5343], [-0.6752, -0.1749, 0.5857], [-3.2414, -0.8698, -3.0979], [-0.0123, 0.1988, -0.1501], [0.5193, -1.9527, -1.3975], [-0.2543, -0.3225, -0.4239], [-1.0901, 0.6638, -0.7677], [3.4052, 1.0341, 2.9474], [-0.2372, 0.4453, 0.2379], [-0.5784, 0.0817, 0.1017], [-0.3079, -0.1169, -0.1739], [0.0477, 0.0985, 0.2579], [0.0357, -0.7969, 0.2191], [0.3559, 0.6745, 0.6376], [0.6008, -0.1825, 0.0744], [1.5027, 1.3961, -0.2873], [0.0201, 0.0279, 0.0686], [0.0660, -0.5113, -0.2916], [-0.8034, 0.5990, -0.1082], [0.1122, 0.0442, 0.0658], [0.1105, -0.2872, 0.1844], [0.3538, -0.7600, -1.1383], [0.1541, -0.3085, -0.0837], [0.3927, 0.1417, -0.2642], [-0.2420, 1.0405, -0.3928], [-0.2012, 1.5871, -0.5230], [0.1241, -0.4319, -0.0663], [-0.0612, -0.0449, 0.1457], [1.0578, 0.7607, 0.3254], [0.1728, -0.2467, -0.7249], [0.1921, -1.3252, 0.2319], [0.3189, 0.0619, -0.3698], [0.1584, 0.6068, 0.7126], [-0.2192, -0.1831, 0.2772], [-0.1549, 0.2158, 0.3201], [-0.0351, -0.0311, 0.1286], [-0.1493, 0.0224, 0.0720], [-0.0356, -0.3981, 0.8442], [-1.0466, -0.0337, 0.6858], [-0.0855, 0.0071, -0.2681], [-0.4638, 0.6023, 0.8461], [0.0072, 0.0233, -0.0537], [-0.1473, 0.1403, 0.1616], [0.0373, -0.1299, 0.0013], [0.2800, 0.1410, 0.1660], [-0.4416, -0.1890, -0.2921], [-0.0438, -0.0042, -0.0246], [-0.2635, -0.3181, 0.0995], [-0.1663, -0.1036, 0.0628], [0.7845, 0.2086, 0.1548], [0.0639, 0.0749, 0.0142], [0.0376, 0.0007, 0.0933], [0.3671, -0.2570, 0.2433], [0.3521, 0.1952, 0.1034], [0.1608, 0.0211, -0.0291], [-0.0480, 0.0897, -0.0228], [0.0017, -0.3567, 0.1370], [-0.1987, 0.2614, 0.0427], [-0.0693, 0.1362, 0.2347], [0.0696, 0.4967, 0.5294], [-0.1342, -0.1290, -0.3952], [-0.0633, -0.0527, -0.2138], [0.2799, -0.0807, 0.0482], [0.3206, -0.1554, 0.2101], [-0.1775, -0.1174, 0.1728], [-0.1940, -0.2801, -0.0001], [0.2568, 0.2660, -0.0512], [0.0758, -0.0657, -0.1623], [-0.5276, 0.2592, 0.4966], [0.0237, -0.0186, -0.0381], [1.2917, -0.7441, 0.4992], [0.1377, -0.3147, -0.1430], [-0.0802, -0.3208, -0.7182], [-0.2880, -0.0649, -0.2211], [-0.4073, 0.0994, 0.1646], [-0.0096, 0.1944, 0.0784], [0.1463, -0.0489, -0.1248], [-0.1561, 0.2589, -0.1048], [-0.0506, 0.0587, 0.0018], [-0.0888, -0.0587, -0.0347], [0.0477, -0.0290, -0.0340], [0.0373, 0.0433, -0.0274], [-0.0469, 0.0664, 0.0692]]
}